C4H2CuO4 | ωB97M-V/def2-TZVPD

Summary:
E_LUMO (alpha / beta): -1.621 / -1.620 eV
Spin multiplicity: 2
Orbital gap (alpha / beta): 6.68 / 6.48 eV
Largest force on an atom: 1.93 eV/Å

Geometry as XYZ:
```
11
C4H2CuO4 ωB97M-V/def2-TZVPD
Cu -0.063 -0.042 3.552
O -0.043 -0.372 1.441
O 0.151 -0.801 -2.590
O 0.279 1.380 0.066
O 0.159 1.698 2.253
C 0.179 0.859 1.338
C -0.294 -0.917 -1.094
C 0.131 0.533 -0.976
C 0.528 0.462 -2.249
H 0.347 -1.688 -0.653
H -1.373 -1.112 -1.087
```



C4H2F2O | ωB97M-V/def2-TZVPD

Summary:
E_LUMO: -0.062 eV
Relative energy (zero: lowest compared OMol25 entry of this formula, charge and spin): 439.7 kJ/mol
Orbital gap: 11.02 eV
Largest force on an atom: 2.76 eV/Å

Geometry as XYZ:
```
9
C4H2F2O ωB97M-V/def2-TZVPD
F -1.384 -1.441 0.984
F -0.232 -0.883 -1.479
O -0.113 1.327 -0.822
C -0.661 -0.349 0.804
C -0.152 0.054 -0.477
C 1.963 -0.285 0.046
C 0.818 -0.370 0.576
H 0.730 1.604 -1.140
H -0.967 0.344 1.508
```



C4H2F6O3S | ωB97M-V/def2-TZVPD

Summary:
E_LUMO: -1.451 eV
Relative energy (zero: lowest compared OMol25 entry of this formula, charge and spin): 0.0 kJ/mol
Orbital gap: 9.54 eV
Largest force on an atom: 4.04 eV/Å

Geometry as XYZ:
```
16
C4H2F6O3S ωB97M-V/def2-TZVPD
S -0.140 -0.466 -2.000
F 2.447 1.335 -1.202
F 2.441 -0.402 0.066
F -2.012 -1.544 2.013
F -2.179 0.602 2.354
F -2.169 0.014 0.339
F 0.130 1.873 -0.533
O 1.575 -0.588 -1.951
O -0.614 0.252 -3.130
O -0.718 -1.687 -1.585
C 1.772 0.215 -0.872
C -0.095 -0.024 1.593
C 0.321 0.569 -0.581
C -1.612 -0.268 1.608
H 0.373 0.977 1.858
H 0.480 -0.859 2.022
```



C4H2FN3 | ωB97M-V/def2-TZVPD

Summary:
E_LUMO: 0.218 eV
SMILES string: C#CC#N.N#CNF
Relative energy (zero: lowest compared OMol25 entry of this formula, charge and spin): 238.4 kJ/mol
Orbital gap: 11.26 eV
Largest force on an atom: 3.98 eV/Å

Geometry as XYZ:
```
10
C4H2FN3 ωB97M-V/def2-TZVPD
F 2.592 -0.629 0.582
N 1.101 -1.181 -2.234
N 1.573 -1.493 0.186
N 2.399 3.157 -1.324
C 1.725 2.423 -0.757
C 0.749 1.704 -0.127
C 1.335 -1.422 -1.159
C -0.294 1.280 0.236
H 1.707 -2.508 0.470
H -1.208 0.807 0.574
```



C4H2FNOS | ωB97M-V/def2-TZVPD

Summary:
E_LUMO: -0.699 eV
SMILES string: Fc1ccoc(=S)n1
Relative energy (zero: lowest compared OMol25 entry of this formula, charge and spin): 32.3 kJ/mol
Orbital gap: 8.28 eV
Largest force on an atom: 6.12 eV/Å

Geometry as XYZ:
```
10
C4H2FNOS ωB97M-V/def2-TZVPD
S 0.079 3.202 -0.022
F 2.132 -1.079 0.853
O -0.979 0.867 -0.573
N 1.133 0.795 0.311
C 0.140 1.583 0.047
C 0.926 -0.492 0.453
C -0.168 -1.221 0.203
C -1.078 -0.398 -0.487
H -0.297 -2.347 0.253
H -1.888 -0.910 -1.038
```



C4H2N | ωB97M-V/def2-TZVPD

Summary:
E_LUMO: -7.531 eV
Relative energy (zero: lowest compared OMol25 entry of this formula, charge and spin): 81.6 kJ/mol
Net charge: +1
Orbital gap: 8.74 eV
Largest force on an atom: 4.42 eV/Å

Geometry as XYZ:
```
7
C4H2N ωB97M-V/def2-TZVPD
N -0.151 0.160 0.057
C 0.611 1.464 0.490
C -0.938 1.316 0.209
C 0.665 2.604 1.065
C -1.607 2.431 0.266
H -0.141 -0.135 -0.957
H -0.141 -0.672 0.640
```



C4H2N2OS | ωB97M-V/def2-TZVPD

Summary:
E_LUMO: -0.850 eV
SMILES string: N#CC(C#N)OC=S
Relative energy (zero: lowest compared OMol25 entry of this formula, charge and spin): 100.4 kJ/mol
Orbital gap: 9.08 eV
Largest force on an atom: 3.73 eV/Å

Geometry as XYZ:
```
10
C4H2N2OS ωB97M-V/def2-TZVPD
S 2.923 -0.127 -0.186
O 0.293 -0.637 -0.184
N -3.014 -1.514 -0.272
N -1.648 2.313 -0.270
C 1.406 -0.061 0.379
C -2.034 -0.952 0.057
C -1.336 1.265 0.027
C -0.844 -0.089 0.452
H 1.177 0.618 1.240
H -0.792 -0.055 1.511
```



C4H2N2S | ωB97M-V/def2-TZVPD

Summary:
E_LUMO (alpha / beta): -1.012 / -1.035 eV
Relative energy (zero: lowest compared OMol25 entry of this formula, charge and spin): 465.3 kJ/mol
Orbital gap (alpha / beta): 6.89 / 6.75 eV
Largest force on an atom: 2.25 eV/Å

Geometry as XYZ:
```
9
C4H2N2S ωB97M-V/def2-TZVPD
S 0.979 -1.826 -0.200
N -0.619 0.088 -1.335
N -0.921 0.701 0.752
C 0.272 0.498 1.063
C 1.295 -0.304 0.912
C -1.386 0.709 -0.526
C 0.463 -0.482 -1.295
H 2.305 -0.441 1.232
H -2.388 1.058 -0.603
```



C4H2N2S | ωB97M-V/def2-TZVPD

Summary:
E_LUMO (alpha / beta): 0.167 / -3.556 eV
Relative energy (zero: lowest compared OMol25 entry of this formula, charge and spin): 160.8 kJ/mol
Spin multiplicity: 3
Orbital gap (alpha / beta): 7.03 / 7.46 eV
Largest force on an atom: 7.78 eV/Å

Geometry as XYZ:
```
9
C4H2N2S ωB97M-V/def2-TZVPD
S 0.766 -1.631 0.770
N 0.238 2.311 -0.069
N 1.325 0.779 2.122
C -0.418 -1.102 -0.471
C -0.289 1.333 -0.354
C -0.814 0.133 -0.885
C 1.200 -0.182 1.487
H -1.385 0.431 -1.727
H -0.624 -2.071 -0.873
```



C4H2N4 | ωB97M-V/def2-TZVPD

Summary:
E_LUMO: -1.687 eV
SMILES string: C1=C2N=NC=C2N=N1
Relative energy (zero: lowest compared OMol25 entry of this formula, charge and spin): 514.9 kJ/mol
Orbital gap: 9.00 eV
Largest force on an atom: 6.36 eV/Å

Geometry as XYZ:
```
10
C4H2N4 ωB97M-V/def2-TZVPD
N 1.683 0.056 0.010
N -1.623 0.048 -0.444
N -1.314 -1.455 -0.253
N 1.330 1.660 0.456
C 0.611 -0.457 -0.061
C -0.529 0.532 -0.145
C -0.104 -1.719 -0.410
C 0.068 1.675 0.359
H 0.170 -2.852 -0.265
H -0.292 2.512 0.754
```



no.,E_tot (eV)
1,-57004.468
2,-11656.987
3,-37458.929
4,-11362.083
5,-21268.849
6,-5650.243
7,-20040.398
8,-17990.012
9,-17990.046
10,-10134.492